[1]
Entry from the Open Molecules 2025 dataset: a cluster of 2 separate species, C5H11O2 in total (wB97M-V/def2-TZVPD).

```
18
Properties=species:S:1:pos:R:3:forces:R:3:lowdin_charge:R:1
C 1.780 -1.584 0.790 -0.40 -0.12 0.03 -0.308
C 2.055 -1.119 2.212 0.21 0.74 0.37 -0.141
C 0.579 -2.532 0.665 -0.23 -0.47 -0.38 -0.126
H 1.558 -0.681 0.237 -0.18 0.16 -0.35 0.084
H 2.624 -2.053 0.287 0.34 0.09 0.21 0.091
H 2.670 -0.206 2.232 0.07 -0.29 -0.20 0.064
H 2.529 -1.812 2.911 -0.12 -0.33 -0.20 0.056
H -0.057 -2.541 1.551 -0.01 0.21 0.06 0.057
H -0.050 -2.273 -0.194 0.09 0.23 0.18 0.063
H 1.113 -0.780 2.654 -0.05 -0.21 0.04 0.067
H 0.862 -3.577 0.491 0.22 0.08 0.18 0.053
C -2.568 1.357 -1.014 -0.11 -0.14 -0.11 -0.069
C -1.026 1.478 -1.032 -0.04 0.34 0.27 -0.809
O -0.574 2.606 -0.724 0.04 -0.16 -0.07 -0.115
O -0.397 0.445 -1.350 0.13 -0.27 -0.02 -0.109
H -3.017 2.304 -0.703 -0.07 -0.25 -0.02 0.049
H -2.906 0.516 -0.403 0.15 0.16 0.33 0.048
H -2.911 1.073 -2.007 -0.03 0.23 -0.31 0.045
```
Positions in Å, forces in eV/Å.

The calculation puts the maximum force at 0.85 eV/Å. For the gap between HOMO and LUMO, the calculation gives 0.284 Ha. The value obtained for the energy above the lowest of the compared OMol25 structures with the same formula, charge and spin is 6.0 kcal/mol. As for the spin multiplicity: 1. As for the total charge: -1. The total energy comes out at -347.6401 Ha.

[2]
Entry from the Open Molecules 2025 dataset: the molecule C20H21N3O5S (wB97M-V/def2-TZVPD).

```
50
Properties=species:S:1:pos:R:3:forces:R:3:lowdin_charge:R:1
O 2.897 0.051 2.416 0.65 -0.04 -0.94 0.064
O -2.188 2.318 -0.942 0.54 -0.75 -0.39 0.034
N 1.119 -0.844 -1.027 0.51 2.80 -1.14 0.072
O 0.778 3.525 0.528 -0.98 -0.23 0.61 0.001
O -0.169 -5.216 0.644 0.64 0.99 0.05 0.036
O 0.859 -4.837 2.707 -0.34 -0.01 -0.34 0.041
S 1.124 1.566 -2.060 0.66 0.35 0.29 1.013
C 2.504 -0.287 1.299 -0.61 0.47 3.12 -0.344
C -1.425 1.352 -1.059 -1.96 1.45 2.53 -0.526
C 1.614 0.360 -0.829 -0.54 -1.94 -0.06 -0.499
C -0.153 3.975 1.457 0.27 0.39 0.43 -0.107
C 0.249 3.685 2.714 0.80 -0.97 0.20 -0.060
C 1.474 2.883 2.574 -0.90 0.50 -0.41 -0.016
C 1.713 2.812 1.233 0.35 0.34 0.59 -0.262
C 0.507 -2.980 -0.279 -0.83 -0.91 -1.60 0.072
C 1.748 -2.552 2.135 -0.58 -1.99 1.26 0.098
C 1.184 -1.775 -0.065 0.27 -1.63 1.00 -0.277
C 0.444 -3.969 0.656 -0.25 -0.19 0.56 -0.191
C 1.012 -3.746 1.894 1.72 1.81 0.29 -0.184
C 1.854 -1.587 1.132 -0.09 0.29 -0.62 -0.087
N 2.391 0.670 0.301 -0.49 -0.32 -2.31 0.042
N -1.310 0.452 -0.014 1.22 -0.10 -1.46 0.107
C 0.230 -5.827 1.882 -0.87 -0.42 0.12 -0.122
C -0.633 1.171 -2.293 0.59 -1.57 -0.14 -0.360
C 2.832 2.054 0.530 -1.10 1.11 0.36 -0.060
C -3.239 -1.746 0.582 0.59 0.42 -1.04 -0.106
C -1.316 -0.077 2.375 0.33 -0.33 -0.34 -0.032
C -3.399 -0.294 1.039 -1.20 0.05 -0.45 -0.217
C -2.101 0.500 1.205 -0.45 -0.09 0.30 -0.368
H -1.077 4.515 1.208 0.94 -0.39 -0.72 0.134
H -0.256 3.945 3.653 0.23 -0.17 -0.66 0.108
H 2.031 2.365 3.344 -0.04 0.21 -0.17 0.109
H 0.075 -3.148 -1.258 -0.12 0.13 0.01 0.135
H 2.190 -2.437 3.133 -0.03 0.22 -0.60 0.140
H -0.626 -0.310 -0.141 -0.97 0.67 0.20 0.103
H 0.896 -6.659 1.680 0.56 0.08 -0.12 0.132
H -0.669 -6.267 2.358 0.35 0.64 0.01 0.143
H -1.027 1.750 -3.116 0.15 0.62 0.16 0.093
H -0.755 0.139 -2.603 0.40 -0.34 -0.12 0.083
H 3.138 2.543 -0.409 -0.31 -0.42 0.29 0.123
H 3.669 2.116 1.215 0.16 -0.63 -0.03 0.130
H -4.215 -2.183 0.366 0.05 -0.10 0.24 0.069
H -2.658 -1.815 -0.377 -0.39 0.09 0.81 0.079
H -2.712 -2.313 1.336 0.03 -0.44 0.13 0.055
H -1.955 -0.126 3.253 -0.01 -0.02 0.10 0.086
H -0.935 -1.093 2.163 -0.24 0.29 0.03 0.074
H -0.456 0.534 2.600 0.35 0.29 0.14 0.065
H -3.942 -0.323 2.007 0.25 0.29 -0.47 0.115
H -4.062 0.214 0.298 0.45 -0.12 0.56 0.119
H -2.364 1.551 1.428 0.24 -0.44 -0.29 0.144
```
Positions in Å, forces in eV/Å.

The calculation puts the maximum force at 3.51 eV/Å. For the gap between HOMO and LUMO, the calculation gives 0.304 Ha. The value obtained for the energy above the lowest of the compared OMol25 structures with the same formula, charge and spin is 62.3 kcal/mol. As for the SMILES: CC[C@@H](C)NC(=O)CSc1nc2cc3c(cc2c(=O)n1Cc1ccco1)OCO3. As for the spin multiplicity: 1. As for the total charge: 0. The total energy comes out at -1713.3713 Ha.

[3]
Entry from the Open Molecules 2025 dataset: a cluster of 11 separate species, C42H90O17P2 in total (wB97M-V/def2-TZVPD).

```
151
Properties=species:S:1:pos:R:3:forces:R:3:lowdin_charge:R:1
C 5.539 9.880 -2.362 2.27 0.52 1.28 -0.093
O 5.688 8.490 -2.580 0.33 -1.86 -0.22 -0.246
P 6.801 7.571 -1.847 -1.41 -1.66 0.95 0.535
O 6.709 7.548 -0.340 0.52 0.21 -2.93 -0.260
O 8.204 8.023 -2.496 -1.97 0.16 -0.34 -0.221
C 9.365 7.348 -2.084 0.76 -0.35 1.74 -0.118
O 6.520 6.050 -2.551 2.69 3.06 2.42 -0.232
C 5.285 5.684 -3.019 -1.45 -0.03 -1.67 -0.163
H 6.575 10.186 -2.212 0.11 0.96 -0.57 0.077
H 5.163 10.116 -1.367 -0.99 -0.26 -0.27 0.092
H 5.097 10.414 -3.203 -0.19 -0.48 0.20 0.097
H 9.189 6.274 -2.022 0.30 -0.08 -0.59 0.090
H 9.571 7.640 -1.054 0.10 0.09 0.16 0.087
H 10.244 7.654 -2.651 -0.46 -0.21 -0.46 0.094
H 4.521 6.395 -2.704 -0.23 -0.30 -0.14 0.083
H 4.991 4.655 -2.811 0.30 0.04 0.73 0.089
H 5.409 5.698 -4.101 -0.68 0.19 -0.30 0.089
C -0.720 -6.910 3.625 -1.11 -0.12 -0.35 -0.093
O -0.768 -7.184 2.202 1.38 -1.02 -0.77 -0.237
P 0.530 -7.957 1.602 0.51 3.65 -0.18 0.425
O 0.750 -9.257 2.176 0.41 -1.37 0.62 -0.215
O 1.706 -6.774 1.839 -1.25 -2.54 -1.32 -0.249
C 2.894 -6.836 0.964 -0.28 0.63 1.20 -0.083
O 0.423 -7.944 0.004 -0.85 0.66 1.16 -0.217
C -0.435 -8.816 -0.709 0.31 -1.25 -1.87 -0.113
H -1.706 -7.164 4.012 -0.21 0.39 -0.14 0.084
H -0.545 -5.835 3.666 0.33 -0.26 0.71 0.092
H -0.085 -7.586 4.198 0.68 0.41 -0.35 0.087
H 3.055 -7.751 0.394 -0.58 -0.01 0.05 0.082
H 3.730 -6.745 1.657 0.08 0.16 -0.21 0.083
H 2.813 -5.953 0.331 0.25 -0.26 -0.16 0.086
H -1.073 -8.339 -1.452 -0.14 0.89 0.60 0.084
H -1.045 -9.561 -0.198 0.27 0.41 0.81 0.095
H 0.220 -9.378 -1.375 0.19 -0.36 0.19 0.086
C -7.710 0.735 -2.702 0.04 -1.38 -2.00 -0.180
C -8.362 2.055 -2.530 -0.11 2.08 0.29 -0.168
C -7.166 2.992 -2.742 -1.31 -0.07 -0.47 -0.236
O -6.191 2.304 -2.095 3.54 1.17 1.76 -0.123
C -6.278 0.948 -2.235 -0.67 -1.66 0.99 -0.233
H -7.548 0.548 -3.764 -0.73 -0.25 -0.33 0.111
H -8.265 -0.106 -2.287 0.26 0.04 0.14 0.116
H -8.643 2.152 -1.481 -0.45 0.22 -0.03 0.119
H -9.141 2.411 -3.204 -0.40 -0.79 0.10 0.116
H -7.228 3.995 -2.318 -0.22 -0.09 0.09 0.128
H -6.934 3.088 -3.802 -0.06 0.10 -0.44 0.119
H -6.123 0.430 -1.288 0.15 0.37 0.49 0.115
H -5.516 0.507 -2.877 -0.04 0.25 -0.57 0.117
C 5.786 -1.728 -5.604 -0.89 1.03 1.30 -0.186
C 7.036 -2.429 -5.325 2.86 -0.83 -0.36 -0.210
C 7.873 -1.469 -4.405 -0.88 -1.40 -1.63 -0.213
O 6.880 -0.821 -3.682 -2.09 0.76 0.63 -0.143
C 5.535 -1.136 -4.187 0.22 -0.13 -0.74 -0.152
H 5.049 -2.391 -6.059 -0.36 0.22 0.41 0.117
H 5.986 -0.903 -6.288 -0.06 0.02 -0.15 0.116
H 7.460 -2.694 -6.294 0.76 -0.02 0.15 0.110
H 7.014 -3.352 -4.745 -0.87 -0.16 -0.14 0.113
H 8.453 -0.756 -4.991 0.28 0.06 0.15 0.114
H 8.473 -2.095 -3.745 0.37 0.37 0.03 0.114
H 4.899 -0.251 -4.191 0.39 0.24 0.08 0.110
H 5.027 -1.871 -3.564 0.28 -0.14 0.28 0.111
C -1.062 -0.789 0.677 -1.67 -0.11 -0.09 -0.150
C -0.409 0.515 1.133 -2.91 0.79 2.52 -0.213
C 0.697 0.771 0.244 0.56 -1.15 -1.07 -0.201
O 1.008 -0.559 -0.201 2.59 -0.98 -0.76 -0.146
C -0.153 -1.331 -0.431 -0.97 1.51 0.84 -0.198
H -2.028 -0.640 0.194 -0.27 0.36 0.25 0.100
H -1.288 -1.421 1.536 0.46 -0.34 -0.15 0.106
H -0.185 0.537 2.199 1.08 -1.10 0.09 0.108
H -1.072 1.366 1.288 -0.72 0.19 -1.22 0.113
H 1.498 1.220 0.832 0.52 -0.17 -0.77 0.129
H 0.417 1.325 -0.652 0.12 0.52 0.09 0.126
H -0.104 -2.419 -0.487 1.15 0.05 0.61 0.119
H -0.608 -1.087 -1.391 0.05 0.42 -0.34 0.108
C -7.459 -4.850 -0.229 1.24 0.23 0.10 -0.158
C -6.541 -4.215 0.866 0.71 -1.06 -0.78 -0.162
C -7.458 -3.634 1.900 -0.80 -0.22 -0.27 -0.183
O -8.705 -3.553 1.188 -0.69 1.30 1.36 -0.135
C -8.840 -4.601 0.296 -0.26 -0.37 -0.69 -0.252
H -7.283 -5.926 -0.203 0.17 0.08 -0.67 0.102
H -7.142 -4.382 -1.161 -0.63 -0.35 -0.29 0.108
H -5.906 -3.423 0.468 0.06 -0.23 -0.16 0.105
H -5.939 -5.086 1.123 0.46 0.60 0.88 0.104
H -7.157 -2.632 2.208 -0.23 0.03 -0.11 0.118
H -7.583 -4.224 2.808 0.00 -0.29 0.01 0.116
H -9.621 -4.357 -0.424 0.21 0.33 -0.17 0.123
H -9.171 -5.550 0.719 -0.23 -0.03 0.78 0.113
C 6.748 0.782 2.995 0.41 0.40 0.59 -0.191
C 8.080 1.286 2.413 -1.47 0.41 0.22 -0.173
C 8.911 0.012 2.274 -0.90 1.40 0.71 -0.187
O 7.908 -0.999 2.056 1.06 -0.21 -0.80 -0.131
C 6.587 -0.500 2.237 -0.23 -0.26 0.73 -0.223
H 5.945 1.509 2.872 -0.05 -0.11 -0.17 0.112
H 6.845 0.597 4.064 0.05 -0.10 0.12 0.110
H 8.401 2.144 3.004 0.70 -0.26 -0.11 0.112
H 7.763 1.649 1.435 0.59 0.16 -0.32 0.111
H 9.465 -0.182 3.193 -0.08 -0.31 0.16 0.112
H 9.659 0.204 1.505 -0.27 -0.88 -0.55 0.112
H 6.068 -1.260 2.821 -0.18 -0.03 -0.11 0.118
H 6.019 -0.320 1.324 0.35 -0.22 -0.46 0.118
C -0.840 7.582 -0.593 0.86 0.12 0.43 -0.165
C -1.019 8.526 0.624 -1.95 -0.89 -0.20 -0.134
C -2.606 8.418 0.802 1.43 0.09 -0.16 -0.180
O -3.176 8.018 -0.448 0.03 2.62 0.31 -0.162
C -2.211 7.261 -1.158 -1.25 -0.86 0.70 -0.212
H -0.374 6.656 -0.256 0.30 0.08 -0.29 0.106
H -0.207 8.118 -1.300 0.05 -0.49 -0.24 0.103
H -0.633 9.524 0.418 -0.46 0.07 -0.09 0.097
H -0.538 8.194 1.543 0.07 -0.21 -0.16 0.098
H -2.958 9.373 1.192 -0.63 -0.11 -0.42 0.109
H -2.856 7.623 1.505 0.21 0.02 0.41 0.108
H -2.334 7.341 -2.238 0.08 0.58 0.04 0.117
H -2.641 6.293 -0.902 1.26 -1.03 -0.31 0.115
C -0.227 -5.571 -6.814 1.54 0.11 0.54 -0.176
C -1.586 -6.193 -6.863 -0.96 -0.50 0.66 -0.175
C -2.415 -5.346 -5.862 1.97 0.25 -0.97 -0.144
O -1.781 -4.073 -6.124 -3.11 1.80 0.51 -0.158
C -0.427 -4.124 -6.322 0.53 -0.84 -1.20 -0.241
H 0.277 -5.725 -7.768 0.30 0.35 0.18 0.110
H 0.392 -5.914 -5.985 0.08 -1.23 -0.40 0.105
H -1.567 -7.276 -6.736 -0.04 0.01 0.39 0.109
H -2.067 -6.038 -7.828 0.15 0.16 -0.13 0.111
H -2.284 -5.495 -4.790 -0.10 -0.77 0.01 0.116
H -3.464 -5.374 -6.157 0.06 0.62 0.23 0.116
H 0.147 -3.917 -5.419 -0.01 -0.14 0.35 0.110
H -0.094 -3.383 -7.048 -0.40 0.20 -0.16 0.117
C -6.208 4.249 4.535 -0.43 0.98 0.72 -0.199
C -5.151 3.622 3.706 0.37 -0.76 -1.55 -0.184
C -5.614 2.149 3.743 0.15 1.65 0.01 -0.204
O -6.092 2.050 5.059 -0.05 -1.24 2.53 -0.155
C -6.360 3.314 5.726 0.20 -0.21 -1.24 -0.171
H -7.176 4.144 4.045 0.06 0.67 -0.43 0.119
H -5.916 5.280 4.734 -0.60 0.10 0.31 0.117
H -4.151 3.800 4.101 0.03 -0.47 0.50 0.114
H -5.063 4.046 2.705 -0.43 -0.08 -0.21 0.111
H -4.825 1.446 3.476 -0.03 -0.22 0.53 0.115
H -6.496 1.955 3.132 0.21 0.19 -0.73 0.116
H -5.735 3.541 6.589 0.67 -0.40 -0.20 0.111
H -7.374 3.311 6.128 -0.15 -0.21 -0.24 0.112
C 1.127 -2.179 7.371 3.04 0.22 -0.08 -0.175
C -0.128 -2.018 8.170 0.13 0.38 0.91 -0.183
C -1.082 -1.426 7.191 -0.96 -0.90 -0.64 -0.216
O -0.463 -1.595 5.924 -2.54 0.29 -1.48 -0.158
C 0.931 -1.544 5.972 -1.21 -0.92 1.87 -0.183
H 1.417 -3.229 7.348 -0.17 -0.06 -0.55 0.107
H 2.017 -1.711 7.793 -0.05 0.14 0.54 0.104
H -0.042 -1.328 9.009 0.27 -0.36 0.26 0.114
H -0.471 -3.000 8.494 -0.02 0.22 0.28 0.113
H -1.444 -0.429 7.442 0.57 0.49 -0.35 0.117
H -1.982 -2.039 7.219 -0.21 0.06 -0.54 0.117
H 1.170 -0.482 5.902 0.97 -0.11 -0.06 0.119
H 1.317 -2.204 5.196 0.17 0.54 -0.19 0.122
```
Positions in Å, forces in eV/Å.

The calculation puts the maximum force at 4.73 eV/Å. For the gap between HOMO and LUMO, the calculation gives 0.350 Ha. As for the SMILES: COP(=O)(OC)OC.COP(=O)(OC)OC.C1CCOC1.C1CCOC1.C1CCOC1.C1CCOC1.C1CCOC1.C1CCOC1.C1CCOC1.C1CCOC1.C1CCOC1. As for the spin multiplicity: 1. As for the total charge: 0. The total energy comes out at -3615.8574 Ha.

- What is the total energy in the second record?
  -1713.3713 Ha